1.
A 2-piece molecular cluster, C4H12O3 overall in a non-equilibrium geometry, computed with wB97M-V/def2-TZVPD.

* spin multiplicity: 1
* structure (SMILES): C[C@@H](O)CCO.O
* max |F|: 0.0490 hartree/bohr
* highest occupied orbital energy: -0.364 Eh
* molar mass: 108.1 g mol⁻¹

The geometry in XYZ format:
```
19
Properties=species:S:1:pos:R:3:forces:R:3:lowdin_charge:R:1
C 1.2488 0.2292 -0.9430 0.1 -0.3 0.8 -0.273
O 1.5091 0.5714 -2.2863 0.3 0.0 -0.2 -0.057
C -0.1764 0.4744 -0.5461 -1.8 -0.2 1.2 -0.164
C -0.4002 0.9949 0.8711 2.4 0.8 0.5 -0.452
C -1.8320 1.2294 1.2279 -0.9 -0.7 -1.3 -0.056
O 0.2711 0.1104 1.8116 -0.7 0.2 -0.3 -0.048
H 1.4736 -0.8102 -0.6931 0.1 -0.3 -0.5 0.101
H 1.9359 0.7559 -0.2701 0.0 0.5 -0.5 0.126
H 0.7657 0.3174 -2.8476 0.1 0.0 0.3 0.086
H -0.6927 1.1913 -1.1886 0.2 -0.1 -0.4 0.126
H -0.7492 -0.4601 -0.4648 0.1 0.0 -0.9 0.101
H 0.1932 1.9238 0.9441 -0.4 0.0 0.2 0.145
H -2.0364 1.5745 2.2344 0.2 0.1 0.1 0.084
H -2.2820 1.8840 0.4738 0.1 0.4 0.4 0.087
H -2.3981 0.3077 1.0153 0.1 -0.1 0.5 0.092
H -0.4434 -0.3878 2.2195 0.2 -0.3 0.1 0.077
H 0.1613 -3.1251 0.6190 -0.2 0.2 -0.6 0.053
H 0.1608 -2.8774 -0.9131 0.1 -0.1 0.2 0.036
O -0.4035 -2.8683 -0.1319 0.2 -0.2 0.4 -0.063
```
Positions in Å, forces in eV/Å.

2.
One molecule with the formula C5H7NO in a non-equilibrium geometry, computed with wB97M-V/def2-TZVPD.

* spin multiplicity: 1
* structure (SMILES): CC(=O)[C@@H](C)C#N
* max |F|: 0.0208 hartree/bohr
* highest occupied orbital energy: -0.379 Eh
* molar mass: 97.1 g mol⁻¹

The geometry in XYZ format:
```
14
Properties=species:S:1:pos:R:3:forces:R:3:lowdin_charge:R:1
C 0.4078 -0.4680 -1.7472 0.1 0.0 -0.1 -0.046
C -0.1665 -0.6426 -0.3310 0.1 0.0 0.0 -0.279
C 0.6257 -1.6180 0.4255 0.7 -0.6 0.5 -0.202
N 1.3730 -2.2135 1.0753 -0.8 0.2 -0.6 0.174
C 0.0755 0.6378 0.5170 0.4 0.3 0.0 -0.425
O 1.2086 1.0441 0.6098 -0.5 0.0 -0.2 0.102
C -1.0663 1.3208 1.2168 0.0 0.1 0.0 0.000
H 1.3867 0.0096 -1.6674 -0.1 -0.1 -0.1 0.087
H 0.5271 -1.4324 -2.2484 -0.1 0.1 0.1 0.087
H -0.2489 0.1599 -2.3573 0.1 -0.1 0.1 0.086
H -1.2203 -0.9458 -0.3702 0.2 0.1 0.2 0.142
H -0.6382 1.9785 1.9754 -0.1 0.0 -0.1 0.090
H -1.7767 0.6266 1.6753 0.1 0.0 -0.1 0.088
H -1.6091 1.9282 0.4836 0.0 -0.1 0.1 0.095
```
Positions in Å, forces in eV/Å.

3.
C20H42AsIN4OsPS as an isolated structure, computed with wB97M-V/def2-TZVPD.

* spin multiplicity: 1
* max |F|: 0.0073 hartree/bohr
* highest occupied orbital energy: -0.603 Eh
* molar mass: 793.7 g mol⁻¹
* total charge: +3

The geometry in XYZ format:
```
71
Properties=species:S:1:pos:R:3:forces:R:3:lowdin_charge:R:1
Os -0.3546 -0.3891 -0.5581 0.0 0.3 0.3 1.112
I 2.6470 0.7251 4.6685 0.0 0.0 0.0 1.027
C 1.2432 0.7331 3.1667 0.0 0.0 0.0 -0.746
C 0.0263 1.3977 3.1504 0.0 0.0 0.0 -0.072
N -0.5796 1.1199 1.9888 0.0 0.0 0.0 0.026
N 0.2055 0.3371 1.2158 0.0 -0.1 0.0 -0.221
C 1.3167 0.0942 1.9350 0.0 0.1 0.0 -0.147
H -0.4250 2.0562 3.8760 0.0 0.0 0.0 0.149
H -1.4305 1.5106 1.6138 0.0 0.0 0.0 0.151
H 2.1016 -0.5267 1.5399 0.0 0.0 0.0 0.110
C -2.6697 -4.4105 2.0070 0.0 0.0 0.0 -0.215
As -2.8536 -2.7734 1.0341 0.0 0.0 0.0 0.839
C -4.3626 -2.9027 -0.1383 0.0 0.0 0.0 -0.216
C -3.1062 -1.3087 2.2409 0.0 0.0 0.0 -0.232
S -1.0100 -2.5829 -0.1516 -0.2 -0.1 0.0 0.230
H -3.5851 -4.5631 2.5790 0.0 0.0 0.0 0.065
H -1.8157 -4.3461 2.6781 0.0 0.0 0.0 0.057
H -2.5328 -5.2300 1.3035 0.0 0.0 0.0 0.061
H -5.2195 -3.2479 0.4406 0.0 0.0 0.0 0.065
H -4.1356 -3.6225 -0.9226 0.0 0.0 0.0 0.057
H -4.5809 -1.9280 -0.5696 0.0 0.0 0.0 0.037
H -4.0272 -1.4834 2.7977 0.0 0.0 0.0 0.066
H -3.1975 -0.3860 1.6704 0.0 0.0 0.0 0.022
H -2.2641 -1.2597 2.9289 0.0 0.0 0.0 0.047
C -3.9210 2.1243 -1.5769 0.0 0.0 0.0 -0.074
C -2.9170 2.8057 -2.5209 0.0 0.0 0.0 -0.607
C -3.5879 3.1133 -3.8703 0.0 0.0 0.0 -0.045
C -2.4987 4.1271 -1.8568 0.0 0.0 0.0 -0.067
P -1.4323 1.7137 -2.7922 0.0 -0.1 0.0 1.076
N -1.0483 1.0357 -1.2867 0.0 -0.1 0.0 -0.369
C -1.7897 0.1833 -3.8043 0.0 0.0 0.0 -0.593
C -1.6854 0.4511 -5.3151 0.0 0.0 0.0 -0.039
C -3.1855 -0.3777 -3.4895 0.0 0.0 0.0 -0.066
C -0.7902 -0.8993 -3.3851 0.0 -0.1 0.0 -0.111
C 0.1149 2.6188 -3.3157 0.0 0.0 0.0 -0.604
C 1.2271 1.6198 -3.6680 0.0 0.0 0.0 -0.076
C -0.1735 3.5092 -4.5344 0.0 0.0 0.0 -0.045
C 0.6518 3.4706 -2.1507 0.0 0.0 0.0 -0.068
H -4.6920 2.8606 -1.3477 0.0 0.0 0.0 0.107
H -3.4588 1.8271 -0.6346 0.0 0.0 0.0 0.060
H -4.4186 1.2668 -2.0181 0.0 0.0 0.0 0.065
H -4.4117 3.8020 -3.6761 0.0 0.0 0.0 0.114
H -4.0125 2.2313 -4.3448 0.0 0.0 0.0 0.074
H -2.9195 3.6034 -4.5757 0.0 0.0 0.0 0.082
H -3.4133 4.6820 -1.6443 0.0 0.0 0.0 0.108
H -1.8917 4.7544 -2.5031 0.0 0.0 0.0 0.076
H -1.9802 3.9736 -0.9095 0.0 0.0 0.0 0.088
H -2.3627 1.2425 -5.6341 0.0 0.0 0.0 0.088
H -1.9786 -0.4577 -5.8427 0.0 0.0 0.0 0.111
H -0.6792 0.7062 -5.6365 0.0 0.0 0.0 0.077
H -3.9894 0.2583 -3.8483 0.0 0.0 0.0 0.081
H -3.3186 -0.5589 -2.4213 0.0 0.0 0.0 0.063
H -3.2785 -1.3339 -4.0072 0.0 0.0 0.0 0.110
H 0.2574 -0.6468 -3.4994 0.0 0.0 0.0 0.059
H -0.9833 -1.8086 -3.9602 0.0 0.0 0.0 0.126
H -1.0215 -1.2472 -2.3472 0.0 0.0 -0.2 -0.042
H 1.0088 1.0122 -4.5421 0.0 0.0 0.0 0.075
H 1.4825 0.9775 -2.8215 0.0 0.0 0.0 0.060
H 2.1172 2.2049 -3.9029 0.0 0.0 0.0 0.109
H -0.5607 2.9530 -5.3870 0.0 0.0 0.0 0.082
H 0.7709 3.9605 -4.8425 0.0 0.0 0.0 0.112
H -0.8557 4.3243 -4.3052 0.0 0.0 0.0 0.077
H 0.8452 2.8709 -1.2613 0.0 0.0 0.0 0.068
H 0.0135 4.3045 -1.8847 0.0 0.0 0.0 0.067
H 1.6048 3.8891 -2.4776 0.0 0.0 0.0 0.108
C 3.7843 -2.3280 -1.4207 0.0 0.0 0.0 0.018
C 2.4887 -1.7482 -1.1225 0.0 0.0 0.0 -0.118
N 1.4637 -1.2903 -0.8886 0.1 0.0 0.0 -0.038
H 4.5404 -1.5435 -1.4467 0.0 0.0 0.0 0.114
H 3.7408 -2.8316 -2.3867 0.0 0.0 0.0 0.116
H 4.0377 -3.0557 -0.6488 0.0 0.0 0.0 0.117
```
Positions in Å, forces in eV/Å.

4.
C7H16N2O2S as an isolated structure in a non-equilibrium geometry, computed with wB97M-V/def2-TZVPD.

* spin multiplicity: 1
* max |F|: 0.0896 hartree/bohr
* highest occupied orbital energy (spin up / spin down): -0.299 / -0.299 Eh
* molar mass: 192.3 g mol⁻¹

The geometry in XYZ format:
```
28
Properties=species:S:1:pos:R:3:forces:R:3:lowdin_charge:R:1
C -1.7429 -0.8549 -1.3428 0.3 2.9 0.0 -0.103
C 2.3702 -1.9098 3.3012 -2.2 -0.2 -0.4 -0.374
C -0.6925 -0.3773 -2.3138 1.6 -2.6 0.9 -0.142
C 0.7381 -0.3463 -1.6254 -4.0 -1.0 2.0 -0.168
C 0.9020 0.7464 -0.6136 0.2 0.6 1.1 -0.188
C 1.4594 0.3501 0.7723 -1.7 1.3 -0.2 -0.257
C 0.4660 -0.2225 1.7351 2.3 -3.9 -0.1 -0.526
N -2.7566 2.3633 -1.3125 0.4 -1.7 -2.2 -0.047
N -2.4971 -0.1319 -0.5982 0.6 -3.0 -0.3 -0.031
O -2.7993 0.9756 -0.1539 -0.2 1.2 0.8 -0.046
O -2.5084 1.8358 -2.4811 -0.6 1.4 1.5 -0.156
S 1.0671 -0.5628 3.4104 0.7 -0.4 1.1 0.770
H -1.7753 -1.8918 -1.1552 -0.4 -1.1 0.4 0.101
H 2.5801 -2.2140 4.3553 0.6 0.8 -1.0 0.040
H 3.0691 -1.4686 2.6067 1.1 -0.3 0.7 0.004
H 1.9697 -2.8356 2.8311 0.0 0.6 0.2 0.035
H -0.9765 0.5423 -2.6514 -0.4 2.4 -1.0 0.038
H -0.6080 -1.0860 -3.1542 -0.2 0.2 0.2 0.117
H 0.8582 -1.3343 -1.1791 0.2 -0.1 0.2 0.115
H 1.4157 -0.2510 -2.3437 2.9 0.3 -3.2 0.057
H -0.0693 1.2472 -0.4528 0.4 0.0 0.0 0.106
H 1.6363 1.5102 -0.9200 -0.6 -0.2 -0.5 0.118
H 1.7611 1.3065 1.1712 0.5 0.2 0.6 0.106
H 2.2843 -0.2802 0.7261 1.7 -1.1 -0.5 0.080
H -0.2445 0.4450 1.9568 -3.1 2.4 0.5 0.013
H 0.0341 -1.2117 1.4755 0.0 0.8 -0.6 0.085
H -2.2438 3.1743 -1.0322 1.3 0.4 0.3 0.133
H -3.6970 2.4818 -1.0118 -1.4 0.0 -0.3 0.122
```
Positions in Å, forces in eV/Å.

5.
A 2-piece molecular cluster, C4H13NO2S overall in a non-equilibrium geometry, computed with wB97M-V/def2-TZVPD.

* spin multiplicity: 1
* structure (SMILES): OCNCCCS.O
* max |F|: 0.0625 hartree/bohr
* highest occupied orbital energy: -0.320 Eh
* molar mass: 139.2 g mol⁻¹

The geometry in XYZ format:
```
21
Properties=species:S:1:pos:R:3:forces:R:3:lowdin_charge:R:1
C 0.8651 0.8863 0.5653 -1.5 -1.9 -2.1 -0.210
N -0.3469 1.2307 1.2700 -0.9 0.2 -0.1 -0.080
C -1.5668 0.4377 1.2527 2.3 -0.3 2.0 -0.219
O -1.6028 -0.3486 2.4689 -0.8 -0.9 0.1 -0.109
C 0.4043 0.7490 -0.9721 1.6 -0.2 2.0 -0.279
C 1.6785 0.4336 -1.7415 -1.0 1.0 -0.8 -0.557
S 1.2894 -0.0529 -3.4940 0.4 -0.2 0.6 0.674
H 1.3837 -0.1240 0.7784 -0.7 1.4 0.5 0.128
H 1.5790 1.6996 0.5893 0.1 0.1 0.3 0.110
H -0.3146 1.8471 2.0613 0.3 0.1 0.0 0.107
H -2.4730 1.0523 1.2681 0.2 -0.1 -0.5 0.120
H -1.4896 -0.3537 0.5007 -0.5 0.7 -0.2 0.120
H -1.1221 -0.0225 3.2354 0.1 0.8 -0.6 0.077
H -0.3361 -0.0198 -1.1199 0.0 -0.6 0.2 0.076
H -0.1364 1.6510 -1.1360 0.1 1.0 -0.9 0.098
H 2.2993 1.3329 -1.8326 0.1 -0.4 0.2 0.070
H 2.1877 -0.3157 -1.1361 0.3 -0.3 -0.7 0.066
H 1.5686 1.1527 -3.9989 0.0 0.0 -0.1 -0.161
H -2.0109 -2.5985 4.1038 -0.3 -0.2 0.0 0.028
H -0.9132 -2.3710 3.1428 -0.2 -0.2 -0.5 0.013
O -1.6636 -2.9648 3.2834 0.5 0.0 0.5 -0.073
```
Positions in Å, forces in eV/Å.

6.
One molecule with the formula C5H6OS2 in a non-equilibrium geometry, computed with wB97M-V/def2-TZVPD.

* spin multiplicity: 1
* structure (SMILES): S=C[C@H]1OC[C@@H]2S[C@@H]21
* max |F|: 0.0540 hartree/bohr
* highest occupied orbital energy: -0.329 Eh
* molar mass: 146.2 g mol⁻¹

The geometry in XYZ format:
```
14
Properties=species:S:1:pos:R:3:forces:R:3:lowdin_charge:R:1
C 1.5191 0.0692 -0.9769 1.0 0.3 0.1 -0.609
C 0.1400 -0.4203 -0.7222 -1.7 -0.7 -0.8 -0.407
C 0.0606 -1.3651 1.4054 -0.6 0.0 -0.8 -0.173
C -0.7057 -0.0605 1.4717 0.4 1.0 2.6 -0.547
C -0.7396 0.4981 0.1365 1.4 1.3 -1.0 -0.526
H 2.2537 -0.7156 -0.7624 -0.1 0.1 -0.1 0.072
H -0.3583 -0.6125 -1.7254 0.6 0.0 1.0 0.177
H -0.5380 -2.1827 1.8086 0.5 -0.1 0.3 0.126
H 1.0410 -1.2279 1.8508 0.1 -0.2 0.4 0.123
H -0.5752 0.6598 2.3598 -0.1 -1.4 -1.4 0.147
H -0.4763 1.5617 -0.0056 -0.7 -0.5 0.0 0.110
O 0.2218 -1.6526 -0.0038 -0.4 0.4 0.2 -0.129
S 2.0464 1.5113 -1.4598 -0.4 -0.1 0.0 0.723
S -2.3444 -0.0482 0.7484 0.0 0.0 -0.6 0.913
```
Positions in Å, forces in eV/Å.